H10O5 | ωB97M-V/def2-TZVPD

Geometry as XYZ:
```
15
Properties=species:S:1:pos:R:3:lowdin_charge:R:1
H -0.383 0.064 -1.234 0.024
H -1.856 -0.064 -0.882 0.032
H 2.919 -0.038 1.497 0.027
H 3.121 -1.398 2.145 0.036
H 0.291 -3.129 -5.814 0.031
H -0.653 -3.387 -4.650 0.032
H -2.004 2.748 1.055 0.049
H -0.629 2.116 1.195 0.055
H -0.578 1.580 3.976 0.069
H 0.396 1.686 2.813 0.062
O -1.219 -0.278 -1.572 -0.059
O 3.108 -0.455 2.345 -0.061
O -0.569 -3.510 -5.603 -0.063
O -1.399 2.382 1.710 -0.127
O -0.546 1.684 3.018 -0.106
```

HOMO level in eV: -9.398
Multiplicity: 1
Lowest unoccupied orbital energy in eV: -0.033
Energy relative to the best compared isomer or geometry (same formula, charge and spin) in eV: 4.796
Kohn-Sham gap in eV: 9.36
Maximum force in eV/A: 10.0


H10O5 | ωB97M-V/def2-TZVPD

Geometry as XYZ:
```
15
Properties=species:S:1:pos:R:3:lowdin_charge:R:1
O 0.169 0.361 -0.211 -0.056
H 0.721 0.699 -0.925 0.033
H -0.694 0.757 -0.374 0.026
O -3.839 0.804 -2.750 -0.059
H -2.890 0.665 -2.844 0.023
H -3.976 0.846 -1.797 0.031
O -0.503 -1.517 -3.857 -0.062
H 0.393 -1.522 -3.502 0.032
H -0.377 -1.457 -4.811 0.034
O 1.710 1.871 3.451 -0.063
H 2.347 2.094 4.139 0.033
H 0.941 1.553 3.937 0.029
O 2.170 -1.364 3.230 -0.064
H 2.598 -2.226 3.172 0.031
H 1.231 -1.562 3.142 0.033
```

HOMO level in eV: -11.111
Multiplicity: 1
Lowest unoccupied orbital energy in eV: 0.448
Energy relative to the best compared isomer or geometry (same formula, charge and spin) in eV: 1.549
Kohn-Sham gap in eV: 11.56
Maximum force in eV/A: 0.3


H10O5 | ωB97M-V/def2-TZVPD

Geometry as XYZ:
```
15
Properties=species:S:1:pos:R:3:lowdin_charge:R:1
O 2.585 0.893 1.694 -0.132
H 2.113 0.505 0.846 0.057
H 2.780 1.843 1.634 0.024
O 0.355 -1.214 -2.425 -0.024
H -0.590 -1.068 -2.615 0.085
H 0.655 -1.832 -1.782 0.044
O -1.654 -1.188 1.491 -0.040
H -2.361 -1.547 0.933 0.062
H -2.107 -0.444 1.923 0.073
O 0.490 -0.220 0.029 -0.048
H -0.147 -0.589 0.514 -0.068
H 0.208 -0.451 -0.922 0.045
O -1.082 1.935 -0.185 -0.061
H -0.521 1.198 -0.072 -0.070
H -0.728 2.176 -1.068 0.053
```

HOMO level in eV: -10.488
Multiplicity: 1
Lowest unoccupied orbital energy in eV: 0.083
Energy relative to the best compared isomer or geometry (same formula, charge and spin) in eV: 1.811
Kohn-Sham gap in eV: 10.57
Maximum force in eV/A: 6.4


H10O5 | ωB97M-V/def2-TZVPD

Geometry as XYZ:
```
15
Properties=species:S:1:pos:R:3:lowdin_charge:R:1
O -0.773 2.848 -3.261 -0.047
H -0.554 2.706 -4.182 0.027
H -0.084 2.393 -2.778 -0.014
O -0.869 0.030 -0.054 -0.055
H -0.427 -0.007 0.794 -0.025
H -0.242 0.464 -0.633 -0.023
O -0.022 -0.501 2.611 -0.034
H -0.302 0.241 3.146 0.070
H 0.914 -0.589 2.794 0.069
O 1.101 0.843 -1.989 -0.040
H 1.380 0.654 -2.885 0.059
H 1.693 0.329 -1.440 0.059
O -0.296 -3.287 2.439 -0.062
H -0.607 -2.382 2.423 -0.013
H -0.911 -3.742 3.014 0.029
```

HOMO level in eV: -10.624
Multiplicity: 1
Lowest unoccupied orbital energy in eV: 0.217
Energy relative to the best compared isomer or geometry (same formula, charge and spin) in eV: 1.109
Kohn-Sham gap in eV: 10.84
Maximum force in eV/A: 0.5


H10O5 | ωB97M-V/def2-TZVPD

Geometry as XYZ:
```
15
Properties=species:S:1:pos:R:3:lowdin_charge:R:1
O -1.180 2.017 -1.625 -0.101
H -0.277 2.014 -2.070 0.091
H -1.979 1.712 -2.157 0.097
O -0.977 -2.386 -0.607 -0.049
H -0.870 -1.431 -0.435 -0.007
H -0.167 -2.781 -0.767 -0.021
O 1.736 0.146 -0.867 -0.052
H 1.007 0.032 -0.306 -0.104
H 2.228 -0.663 -0.987 0.029
O -0.417 0.137 0.191 -0.098
H -0.357 0.266 1.165 0.036
H -0.555 1.039 -0.164 0.046
O 0.472 -0.010 2.587 -0.085
H 1.082 0.728 2.901 0.110
H 0.254 -0.820 3.142 0.109
```

HOMO level in eV: -10.528
Multiplicity: 1
Lowest unoccupied orbital energy in eV: 0.314
Energy relative to the best compared isomer or geometry (same formula, charge and spin) in eV: 1.669
Kohn-Sham gap in eV: 10.84
Maximum force in eV/A: 4.1


H11O5S | ωB97M-V/def2-TZVPD

Geometry as XYZ:
```
17
Properties=species:S:1:pos:R:3:lowdin_charge:R:1
S -1.386 2.176 -0.420 -0.016
H -1.247 3.122 0.518 -0.407
H -3.652 1.342 0.296 -0.049
H -4.617 0.396 1.078 0.007
O -4.516 0.784 0.196 -0.171
H 1.751 3.392 0.539 0.010
H 2.811 2.738 1.446 0.061
O 2.412 3.634 1.218 -0.115
H -0.745 -1.210 0.022 0.020
H -2.142 -1.102 -0.492 0.016
O -1.489 -1.784 -0.251 -0.108
H 0.940 1.758 -0.887 -0.149
H 1.585 0.420 -1.317 0.059
O 1.736 1.427 -1.309 -0.160
H 2.508 -5.067 -0.031 0.013
H 3.157 -6.333 -0.008 -0.015
O 2.893 -5.693 -0.598 0.002
```

Net charge: -1
HOMO level in eV: -3.895
Multiplicity: 1
Lowest unoccupied orbital energy in eV: 2.621
Energy relative to the best compared isomer or geometry (same formula, charge and spin) in eV: 1.548
Kohn-Sham gap in eV: 6.52
Maximum force in eV/A: 3.4


H11O5S | ωB97M-V/def2-TZVPD

Geometry as XYZ:
```
17
Properties=species:S:1:pos:R:3:lowdin_charge:R:1
S -1.309 -1.741 -1.601 0.021
H -0.928 -2.328 -2.755 -0.376
H 0.044 -2.544 0.212 -0.132
H -0.833 -2.487 1.467 0.079
O 0.066 -2.887 1.101 -0.181
H 1.493 0.094 1.381 0.067
H 2.300 0.444 0.168 0.017
O 2.016 0.860 1.012 -0.102
H 0.584 -0.646 -1.543 -0.116
H 1.799 -0.574 -2.476 0.031
O 1.563 -0.438 -1.540 -0.167
H 0.766 2.340 1.699 -0.042
H -0.574 3.042 1.426 0.073
O 0.101 2.821 2.162 -0.094
H -2.681 0.982 -0.840 -0.052
H -2.010 1.377 0.465 0.008
O -2.395 1.682 -0.339 -0.034
```

Net charge: -1
HOMO level in eV: -4.055
Multiplicity: 1
Lowest unoccupied orbital energy in eV: 3.659
Energy relative to the best compared isomer or geometry (same formula, charge and spin) in eV: 1.217
Kohn-Sham gap in eV: 7.71
Maximum force in eV/A: 3.8


H11O6 | ωB97M-V/def2-TZVPD

Geometry as XYZ:
```
17
Properties=species:S:1:pos:R:3:lowdin_charge:R:1
O -0.722 -0.456 -0.807 -0.499
H -0.923 0.367 -0.310 -0.150
O 2.165 0.200 -1.745 -0.118
H 1.205 0.213 -1.776 -0.027
H 2.284 -0.774 -1.570 0.036
O -0.441 0.968 2.043 -0.091
H -0.231 0.979 1.093 -0.004
H 0.274 1.549 2.385 0.040
O 1.578 -2.124 0.546 -0.070
H 0.936 -1.665 0.022 -0.042
H 1.036 -2.644 1.131 0.014
O -0.023 4.243 -0.454 -0.072
H -0.694 4.682 0.202 0.093
H -0.599 3.723 -0.940 -0.022
O -1.764 -3.350 0.286 -0.089
H -1.395 -2.551 -0.079 -0.029
H -2.686 -3.360 -0.026 0.030
```

Net charge: -1
HOMO level in eV: -4.086
Multiplicity: 1
Lowest unoccupied orbital energy in eV: 3.239
Energy relative to the best compared isomer or geometry (same formula, charge and spin) in eV: 1.963
Kohn-Sham gap in eV: 7.32
Maximum force in eV/A: 4.7


H12MgO6 | ωB97M-V/def2-TZVPD

Geometry as XYZ:
```
19
Properties=species:S:1:pos:R:3:lowdin_charge:R:1
Mg -0.042 0.054 -0.075 0.609
O -1.337 -1.088 -1.151 -0.004
H -2.232 -1.460 -1.083 0.134
H -1.198 -0.966 -2.104 0.109
O -0.782 1.804 -0.498 -0.003
H -1.755 1.726 -0.501 0.121
H -0.604 2.727 -0.253 0.133
O -1.226 0.072 1.588 -0.022
H -1.540 0.838 2.094 0.119
H -1.465 -0.697 2.129 0.120
O 0.766 -1.760 0.623 -0.015
H 0.431 -2.648 0.823 0.124
H 1.624 -1.718 1.066 0.103
O 1.457 0.906 0.962 -0.010
H 2.256 0.461 1.278 0.117
H 1.601 1.840 1.184 0.126
O 1.169 -0.012 -1.676 -0.010
H 1.841 0.592 -2.031 0.131
H 1.035 -0.671 -2.375 0.115
```

Net charge: +2
HOMO level in eV: -20.463
Multiplicity: 1
Lowest unoccupied orbital energy in eV: -7.090
Energy relative to the best compared isomer or geometry (same formula, charge and spin) in eV: 0.436
Kohn-Sham gap in eV: 13.37
Maximum force in eV/A: 1.4


H12NO4 | ωB97M-V/def2-TZVPD

Geometry as XYZ:
```
17
Properties=species:S:1:pos:R:3:lowdin_charge:R:1
N 1.344 0.969 -0.005 0.280
H 1.254 0.865 -1.021 0.093
H 2.077 1.609 0.300 0.152
H 0.425 1.203 0.379 0.128
H 1.568 0.081 0.489 0.076
H 1.803 -2.183 1.546 0.095
H 1.766 -1.101 2.569 0.068
O 1.801 -1.206 1.616 -0.039
H -3.118 0.051 2.465 0.035
H -4.423 0.652 1.969 0.036
O -3.513 0.523 1.730 -0.043
H -1.948 -0.236 -0.236 0.028
H -1.864 0.274 -1.671 0.057
O -1.352 0.177 -0.862 -0.044
H 2.583 -0.480 -3.021 0.055
H 1.007 -0.476 -3.073 0.057
O 1.782 -0.383 -2.516 -0.034
```

Net charge: +1
HOMO level in eV: -14.589
Multiplicity: 1
Lowest unoccupied orbital energy in eV: -3.057
Energy relative to the best compared isomer or geometry (same formula, charge and spin) in eV: 0.669
Kohn-Sham gap in eV: 11.53
Maximum force in eV/A: 1.2


H12NO9 | ωB97M-V/def2-TZVPD

Geometry as XYZ:
```
22
Properties=species:S:1:pos:R:3:lowdin_charge:R:1
N -1.400 0.368 0.483 -0.445
O -1.332 1.146 -0.541 -0.088
O -0.751 -0.697 0.299 -0.064
O -1.303 0.926 1.598 -0.018
O 0.020 0.199 -2.568 -0.055
H -0.526 0.441 -1.843 -0.057
H 0.020 -0.751 -2.671 0.000
O 1.536 0.306 1.791 -0.089
H 0.641 0.201 1.365 0.004
H 2.141 0.276 1.016 0.032
O -0.798 -2.706 -1.627 -0.063
H -0.873 -2.244 -0.806 -0.023
H -1.580 -2.334 -2.072 0.053
O -0.479 0.260 4.115 -0.077
H -0.927 0.444 3.282 -0.030
H -0.558 -0.696 4.127 0.022
O 2.010 -1.468 -0.923 -0.023
H 1.603 -0.707 -1.211 -0.047
H 1.626 -2.160 -1.460 0.022
O 0.384 3.445 -0.740 -0.063
H -0.447 2.947 -0.585 0.017
H 0.995 2.802 -1.029 -0.007
```

Net charge: -1
HOMO level in eV: -6.695
Multiplicity: 1
Lowest unoccupied orbital energy in eV: 2.917
Energy relative to the best compared isomer or geometry (same formula, charge and spin) in eV: 1.676
Kohn-Sham gap in eV: 9.61
Maximum force in eV/A: 7.7


H12NO9 | ωB97M-V/def2-TZVPD

Geometry as XYZ:
```
22
Properties=species:S:1:pos:R:3:lowdin_charge:R:1
N -1.008 0.524 0.998 -0.516
O -1.656 0.068 0.054 -0.027
O -0.386 -0.323 1.717 -0.072
O -0.408 1.591 0.779 -0.052
O 0.461 1.005 -1.720 -0.049
H -0.162 1.453 -2.326 0.050
H 0.146 1.157 -0.860 -0.064
O 0.979 -1.693 -0.896 -0.030
H 1.596 -1.940 -0.231 0.007
H 0.214 -1.375 -0.430 -0.006
O 2.314 2.917 0.736 -0.063
H 1.441 3.175 0.765 -0.042
H 2.397 1.994 1.038 -0.031
O 2.459 0.394 1.465 -0.052
H 1.482 0.407 1.459 0.020
H 2.719 -0.198 0.747 0.056
O -2.444 -0.770 -2.863 -0.057
H -2.224 -0.306 -2.075 -0.030
H -2.847 -0.066 -3.414 0.044
O -1.604 -2.839 1.978 -0.042
H -1.948 -3.279 1.255 -0.018
H -1.519 -1.903 1.815 -0.025
```

Net charge: -1
HOMO level in eV: -6.422
Multiplicity: 1
Lowest unoccupied orbital energy in eV: 3.230
Energy relative to the best compared isomer or geometry (same formula, charge and spin) in eV: 1.726
Kohn-Sham gap in eV: 9.65
Maximum force in eV/A: 6.8


H12O5S | ωB97M-V/def2-TZVPD

Geometry as XYZ:
```
18
Properties=species:S:1:pos:R:3:lowdin_charge:R:1
S 1.136 2.062 0.174 0.540
H 1.378 0.986 0.943 -0.282
H 0.340 -0.255 0.075 0.292
H -0.041 -2.652 -2.602 0.059
H -0.100 -1.262 -1.976 -0.016
O -0.249 -2.201 -1.777 -0.064
H 0.332 -2.475 -0.031 -0.023
H 0.279 -1.900 1.373 -0.028
O 0.539 -2.707 0.896 -0.071
H 0.091 1.202 -2.927 0.062
H 0.474 0.769 -1.491 -0.134
O 0.164 0.433 -2.355 -0.110
H -1.138 -0.386 3.215 0.057
H -0.961 0.151 1.789 -0.023
O -0.572 -0.453 2.442 -0.075
H -0.945 1.158 0.192 -0.130
H -2.095 2.050 0.685 0.055
O -1.876 1.134 0.486 -0.109
```

HOMO level in eV: -10.541
Multiplicity: 1
Lowest unoccupied orbital energy in eV: -3.936
Energy relative to the best compared isomer or geometry (same formula, charge and spin) in eV: 5.007
Kohn-Sham gap in eV: 6.60
Maximum force in eV/A: 2.6


H12O5S | ωB97M-V/def2-TZVPD

Geometry as XYZ:
```
18
Properties=species:S:1:pos:R:3:lowdin_charge:R:1
O -2.301 -0.924 -1.533 -0.030
H -2.031 -0.719 -0.618 0.031
H -1.640 -0.932 -2.177 -0.010
O -1.249 -3.342 -1.113 -0.024
H -1.590 -3.377 -0.258 0.003
H -1.706 -2.778 -1.700 -0.021
O -0.883 -0.714 1.229 -0.041
H -1.400 0.040 1.174 -0.011
H -0.169 -0.646 0.525 0.089
O 0.773 -0.500 -4.142 -0.068
H 0.163 -0.346 -3.383 0.030
H 0.399 -1.271 -4.602 0.044
O 1.035 2.430 1.109 -0.089
H 0.988 3.289 0.582 0.081
H 0.925 2.835 1.971 -0.008
S 2.655 2.764 4.366 0.545
H 3.500 2.174 5.195 -0.215
H 2.531 2.019 3.376 -0.305
```

HOMO level in eV: -10.047
Multiplicity: 1
Lowest unoccupied orbital energy in eV: 0.052
Energy relative to the best compared isomer or geometry (same formula, charge and spin) in eV: 1.895
Kohn-Sham gap in eV: 10.10
Maximum force in eV/A: 4.2


H12O5S2 | ωB97M-V/def2-TZVPD

Geometry as XYZ:
```
19
Properties=species:S:1:pos:R:3:lowdin_charge:R:1
S -0.296 4.356 -1.091 0.232
S -2.327 4.193 -0.671 0.205
H -0.068 4.918 0.105 -0.218
H -2.554 3.011 -0.061 -0.219
O -1.765 -0.223 3.065 -0.042
H -0.966 0.307 3.047 0.003
H -2.512 0.366 3.203 0.041
O 1.542 -0.118 2.827 -0.037
H 1.086 0.128 3.639 0.032
H 2.040 0.674 2.628 0.040
O -0.258 -1.041 -0.005 -0.044
H -0.680 -0.396 -0.587 0.054
H -0.425 -0.642 0.860 0.017
O 1.818 -2.255 -1.744 -0.051
H 2.218 -3.024 -1.334 0.049
H 1.138 -1.951 -1.134 0.004
O 0.311 -2.656 -4.260 -0.074
H 0.933 -2.512 -3.533 -0.014
H 0.763 -3.134 -4.956 0.022
```

HOMO level in eV: -9.968
Multiplicity: 1
Lowest unoccupied orbital energy in eV: -0.154
Energy relative to the best compared isomer or geometry (same formula, charge and spin) in eV: 0.874
Kohn-Sham gap in eV: 9.81
Maximum force in eV/A: 1.0